49
Properties=species:S:1:pos:R:3 method="wB97M-V/def2-TZVPD" max_force_ev_per_a=1.57 lumo_ev=0.49 de_lowest_ev=0.0000 homo_energy_ha=-0.3116 gap_ev=9.0 total_charge=0
O 2.88 2.28 -0.28
C 2.70 1.09 -0.24
C 3.84 0.14 -0.30
C 3.71 -1.21 -0.62
C 4.81 -2.06 -0.67
C 6.04 -1.52 -0.39
C 6.19 -0.16 -0.08
C 5.11 0.68 -0.03
O 7.51 0.11 0.15
C 8.20 -1.11 -0.04
O 7.26 -2.12 -0.37
C 1.31 0.49 -0.06
C 1.19 -0.15 1.32
C -0.22 -0.68 1.50
C -1.24 0.44 1.27
N -1.08 0.99 -0.06
C -2.14 1.93 -0.38
C -3.46 1.22 -0.52
C -3.53 0.01 -1.20
C -4.73 -0.65 -1.34
C -5.88 -0.10 -0.80
O -7.12 -0.75 -0.97
C -7.42 -1.68 -0.06
F -7.43 -1.20 1.21
F -6.51 -2.70 -0.02
C -5.83 1.11 -0.12
C -4.62 1.76 0.02
C 0.24 1.58 -0.21
H 2.74 -1.62 -0.85
H 4.71 -3.10 -0.92
H 5.21 1.73 0.20
H 8.72 -1.39 0.89
H 8.93 -1.01 -0.85
H 1.13 -0.27 -0.83
H 1.92 -0.96 1.43
H 1.40 0.60 2.09
H -0.41 -1.48 0.77
H -0.35 -1.10 2.50
H -2.25 0.04 1.36
H -1.10 1.22 2.05
H -2.21 2.73 0.37
H -1.89 2.39 -1.34
H -2.62 -0.40 -1.61
H -4.78 -1.60 -1.87
H -8.40 -2.11 -0.28
H -6.74 1.52 0.30
H -4.58 2.70 0.56
H 0.32 2.02 -1.20
H 0.43 2.37 0.53